[1]
{
  "formula": "C22H22O10",
  "method": "ωB97M-V with the def2-TZVPD basis set",
  "e_homo_ev": -8.2,
  "relative_energy_kj_mol": 20.01,
  "energy_ha": -1603.9296,
  "smiles": "COc1cc2c(=O)c(-c3ccc(O)cc3)coc2cc1O[C@H]1O[C@H](CO)[C@H](O)[C@H](O)[C@@H]1O",
  "symbols": ["H", "C", "C", "H", "C", "C", "H", "H", "H", "H", "O", "C", "C", "C", "C", "C", "O", "H", "H", "O", "H", "C", "H", "H", "C", "H", "H", "C", "C", "H", "H", "C", "O", "O", "C", "O", "C", "O", "H", "C", "O", "H", "H", "H", "H", "O", "O", "C", "H", "H", "C", "C", "C", "C"],
  "positions_angstrom": [[-4.74345, 5.34066, -4.50807], [-3.73964, 4.59377, -0.86777], [1.93436, -4.91347, 0.76900], [2.95610, -3.95454, -0.87520], [-1.23214, 2.91425, -0.55932], [3.64715, -3.08970, 0.98155], [0.81816, 2.70578, 1.06590], [-6.13549, 7.34556, -1.98350], [0.22325, -1.34694, -1.66075], [1.43628, -5.54281, 2.54052], [4.16445, -3.49092, 2.21807], [1.59196, 0.73848, 0.64849], [-0.50331, 0.61642, -1.20839], [-2.25901, 2.73140, -1.59578], [0.71859, 1.79596, 0.49563], [-0.33376, 1.75543, -0.42318], [-0.24072, -4.66816, 2.84949], [2.10604, 2.14285, 2.92478], [-1.20734, -3.54111, 1.41459], [-1.10820, 3.91658, 0.12445], [4.44832, -2.55206, 0.46541], [-0.44206, -4.32222, 1.50014], [0.09286, -3.87907, 3.29738], [0.63443, -3.47534, -0.17356], [-3.20558, 3.81562, -1.89086], [3.54288, -4.14090, 2.59412], [3.09777, 2.76909, 1.57665], [3.20185, -4.29756, 0.13430], [-4.99279, 5.88514, -2.46190], [4.56037, -5.43331, 0.88499], [1.57544, -5.73248, 0.12601], [-3.57699, 4.09641, -3.20604], [4.22628, -5.23545, -0.00145], [-1.49511, 0.51647, -2.12572], [-2.31279, 1.56660, -2.27930], [2.26494, -5.41819, 2.04619], [0.35701, -0.46932, -1.04922], [2.65749, 0.74242, 1.49260], [2.72286, -1.37555, 1.92919], [-4.62514, 5.61565, -1.14918], [2.23049, -1.51395, -0.09204], [-3.15025, 3.52359, -4.01586], [3.82740, 1.69755, 2.79971], [-0.79309, -5.22356, 0.99347], [-5.03412, 6.21213, -0.34410], [-5.85925, 6.88166, -2.78330], [1.30661, -2.73726, 1.64569], [0.85293, -3.82336, 0.84502], [-3.46079, 4.39880, 0.15469], [-3.06516, 1.36981, -3.03102], [2.92261, 1.91335, 2.23424], [-4.45897, 5.11587, -3.49250], [2.46582, -2.11322, 1.16113], [1.39045, -0.42685, -0.13538]]
}



[2]
{
  "formula": "C5H8",
  "method": "ωB97M-V with the def2-TZVPD basis set",
  "e_homo_ev": -9.1,
  "relative_energy_kj_mol": 955.12,
  "energy_ha": -194.9282,
  "symbols": ["H", "C", "H", "H", "H", "H", "C", "H", "C", "H", "C", "C", "H"],
  "positions_angstrom": [[2.31217, 2.52927, 0.59836], [2.43204, 0.86345, 0.80521], [-3.28625, -0.63388, -0.70309], [-0.94087, -0.41032, -1.93691], [-0.99539, -1.82809, -0.96331], [-2.33262, 0.91295, 0.22836], [1.12798, 0.36666, 0.32296], [2.33080, 0.32702, 2.44521], [0.10774, -0.16619, -0.10447], [-2.36529, -0.99909, 0.85155], [-1.04691, -0.77311, -0.91463], [-2.35506, -0.30330, -0.16168], [3.68267, 0.17704, -0.20449]]
}



[3]
{
  "formula": "C4H10FN2",
  "method": "ωB97M-V with the def2-TZVPD basis set",
  "total_charge": 1,
  "e_homo_ev": -15.0,
  "relative_energy_kj_mol": 17.67,
  "energy_ha": -367.5054,
  "smiles": "CN(C)C(=[NH2+])CF",
  "symbols": ["H", "H", "H", "H", "H", "H", "C", "H", "N", "H", "C", "N", "C", "H", "H", "F", "C"],
  "positions_angstrom": [[0.14883, -1.96782, 1.36592], [-2.22463, 0.08491, 1.62263], [2.35051, 0.27250, -0.82957], [1.62307, -0.84546, -1.88946], [0.40763, 2.22877, 0.39801], [-0.42535, -2.12608, -0.34337], [-0.62212, -0.19510, 0.32767], [-0.62934, 1.92946, -1.17103], [-1.57033, 0.43794, 0.92715], [1.15978, 1.97491, -1.25319], [-0.63006, -1.64486, 0.66084], [0.40198, 0.38759, -0.24864], [0.35858, 1.81139, -0.59722], [1.71430, -1.18225, -0.15703], [-1.72887, 1.42526, 0.91177], [-1.80023, -2.17123, 1.11624], [1.46623, -0.41991, -0.84071]]
}



[4]
{
  "formula": "C30H67B2NO12Pt2S5",
  "method": "ωB97M-V with the def2-TZVPD basis set",
  "e_homo_ev": [-7.0, -7.4],
  "spin_multiplicity": 5,
  "energy_ha": -4419.4893,
  "s2": 6.0100,
  "symbols": ["O", "C", "H", "Pt", "H", "H", "C", "H", "H", "C", "B", "H", "C", "O", "C", "O", "C", "H", "O", "C", "H", "C", "H", "H", "H", "H", "H", "H", "H", "C", "C", "H", "C", "H", "H", "H", "C", "C", "C", "H", "H", "H", "H", "H", "H", "C", "C", "H", "N", "H", "H", "H", "H", "H", "O", "H", "O", "C", "H", "O", "C", "C", "H", "H", "C", "H", "H", "C", "H", "H", "C", "O", "H", "H", "H", "O", "S", "H", "H", "C", "H", "O", "H", "H", "H", "H", "H", "H", "B", "H", "H", "H", "S", "C", "H", "S", "H", "H", "O", "S", "H", "H", "H", "H", "C", "C", "O", "C", "H", "H", "Pt", "S", "C", "H", "H", "H", "C", "C", "H"],
  "positions_angstrom": [[1.47220, -2.17637, -0.90104], [-1.68153, 1.13223, 2.19025], [-0.93487, -3.20927, 4.63468], [-2.44668, 1.67948, -2.06527], [1.21013, -5.76788, -3.34213], [3.56221, 1.86250, 1.76720], [1.76001, 1.88358, -4.71731], [0.60379, 5.10754, 0.65003], [0.81084, 6.72497, 0.67126], [-3.76073, -0.92599, -3.57726], [-4.51435, 2.37485, -1.58189], [-1.20074, 1.59529, 3.05195], [5.48904, 1.99068, 2.82651], [-2.97161, -0.56700, -2.52354], [0.22006, 5.98559, 0.13053], [-2.06927, -2.01955, 1.58926], [0.96781, -5.18417, -2.45406], [7.44223, 2.61333, 0.33209], [-1.05727, -2.32287, -1.03764], [-2.17108, 5.44959, 0.14030], [-1.99241, -0.35628, 4.60171], [0.24173, -4.53020, -0.20090], [-4.77199, -2.71325, -4.24777], [-3.05822, 6.06237, -0.01960], [-0.21873, 7.05850, -1.73809], [5.30534, -3.89237, 3.44297], [-4.49425, -0.14781, -3.78820], [-0.39133, 1.90698, 0.79411], [-0.59778, -3.80350, -3.22576], [2.74879, 2.76234, -2.55428], [4.52450, -3.76437, 2.69330], [7.46130, 2.62003, 3.01312], [-3.76939, -2.80401, 3.37363], [1.38443, 3.81883, -3.66186], [1.52953, 1.54230, -1.22091], [4.26287, -0.78796, 0.99337], [4.26537, -1.46651, 1.84641], [5.38932, 2.32154, 0.62960], [0.37548, -3.82625, -2.73549], [-5.64651, -0.60274, 1.01014], [-2.02749, -1.31532, -4.98859], [-3.95361, -0.16874, 0.74061], [-2.81523, 0.11986, -5.35352], [-3.63706, -3.02500, -3.27454], [-2.41657, 1.85087, 1.82780], [-0.79980, 0.92318, 1.02517], [-1.11106, 6.25915, 0.79905], [0.87697, 0.44431, 2.47864], [6.69397, 2.43289, 2.38361], [-4.08007, -3.83002, 3.57082], [3.82156, 2.57387, -2.59605], [-2.63321, 4.56509, 0.57871], [2.40279, -0.92341, 3.15885], [-1.27427, 7.32420, 0.63432], [1.27114, -0.61236, -3.66377], [4.17186, -4.76194, 2.43136], [-1.55152, 0.60139, -0.24318], [4.64042, 1.92313, 1.78057], [1.13941, -6.43406, -0.81038], [-1.88954, -4.36314, 2.46590], [-4.41680, -2.26471, -3.32000], [2.19222, 3.11629, -3.86684], [0.25389, -0.91490, 1.47258], [-4.77841, 1.74239, -2.41526], [2.10950, 1.41752, -2.13533], [-4.95395, -0.67465, -0.64737], [2.25484, -2.01604, 1.64748], [-2.13862, -1.39282, 4.90554], [-4.49126, -1.81796, 0.58979], [1.00515, -4.53782, 0.57707], [0.38570, -5.72332, -1.14934], [-2.37432, 5.59474, -2.51936], [2.51177, 3.48223, -1.77090], [0.99303, -3.28059, -3.44893], [-0.57526, -6.18804, -1.37000], [3.34933, -2.96398, 4.99371], [0.89367, 0.81618, -3.47650], [4.20032, -3.17151, 0.58170], [5.83989, -2.96426, 1.21598], [-0.00831, 6.04987, -1.38245], [-4.48234, -2.18483, 2.82919], [-1.25461, 3.45763, -1.57156], [-3.63037, -2.88891, 5.42739], [2.66079, 1.45535, -5.15700], [-3.89716, 1.83335, -0.88182], [-1.82822, -1.27286, 5.94350], [-2.17383, 0.22087, 2.52961], [4.87887, 2.68160, -0.25141], [-4.77025, -0.79137, 0.40945], [5.36952, 1.99443, 3.89987], [-3.64684, -1.31753, -5.75572], [0.86173, 5.71664, -1.94822], [0.23770, -2.91291, -1.16233], [6.62280, 2.47911, 1.02268], [-4.33474, -1.30388, 4.87102], [-2.12851, -2.90022, 2.69098], [2.91189, 3.83042, -4.26708], [1.99640, -4.96595, -2.16687], [-0.45553, 1.32350, -3.25392], [-1.54136, 4.94244, -1.54324], [1.11812, 2.12461, -5.56464], [-0.67964, -4.54433, 0.38132], [-0.25277, -1.90902, 3.57847], [2.79679, 0.60542, -1.89821], [0.42119, 0.16065, 1.53001], [-3.02655, -0.87971, -4.97364], [1.94745, -4.09392, 3.31723], [-3.56646, -2.06217, 4.71991], [-1.08220, 6.02702, 1.86365], [1.24868, 0.42792, 0.87279], [-2.81561, -1.29111, -0.37023], [3.03690, -3.19710, 3.61680], [2.85632, -1.64166, 2.47583], [-5.36247, 2.76690, -1.04224], [4.90128, -0.93093, 2.55130], [-3.95843, 3.18205, -2.03313], [-1.14478, -2.30441, 4.06437], [4.78078, -2.84660, 1.44519], [-4.97424, -2.50704, -2.41522]]
}